Entry 1:
{
  "formula": "C69H81BrO9P",
  "method": "ωB97M-V with the def2-TZVPD basis set",
  "elements": ["C", "C", "C", "C", "C", "C", "C", "C", "C", "C", "C", "C", "C", "C", "C", "C", "C", "C", "C", "C", "C", "C", "C", "C", "Br", "C", "O", "P", "O", "C", "C", "O", "H", "H", "H", "H", "H", "H", "H", "H", "H", "H", "H", "H", "H", "H", "H", "H", "H", "H", "H", "H", "H", "H", "H", "H", "H", "H", "H", "H", "H", "H", "H", "H", "H", "H", "H", "H", "H", "H", "H", "H", "H", "H", "H", "H", "H", "H", "H", "H", "H", "H", "H", "H", "H", "H", "H", "H", "H", "C", "C", "C", "C", "C", "C", "C", "O", "C", "C", "C", "C", "C", "C", "C", "O", "H", "H", "H", "H", "H", "H", "H", "H", "C", "C", "C", "C", "C", "C", "C", "O", "C", "C", "C", "C", "C", "C", "C", "O", "H", "H", "H", "H", "H", "H", "H", "H", "C", "C", "C", "C", "C", "C", "C", "O", "C", "C", "C", "C", "C", "C", "C", "O", "H", "H", "H", "H", "H", "H", "H", "H"],
  "xyz": [[-4.397, -2.851, -0.845], [-4.538, -1.647, 0.083], [-3.334, -0.686, 0.008], [-2.518, -0.630, 1.305], [-1.606, -1.848, 1.464], [-0.852, -1.882, 2.784], [0.092, -0.692, 2.986], [1.281, -1.058, 3.877], [2.125, 0.152, 4.294], [3.311, 0.410, 3.338], [3.465, 1.882, 2.946], [4.090, 2.747, 4.053], [5.010, 3.850, 3.508], [4.246, 5.091, 3.002], [4.773, 6.442, 3.530], [3.676, 7.452, 3.918], [3.554, 8.669, 2.991], [2.988, 9.897, 3.716], [2.454, 10.962, 2.751], [1.089, 10.594, 2.175], [0.315, 11.722, 1.458], [0.042, 12.847, 2.497], [-1.411, 13.156, 2.838], [-1.530, 13.572, 4.307], [-2.167, 14.650, 1.823], [1.170, 12.169, 0.210], [0.463, 11.852, -0.941], [-1.248, 11.996, -0.590], [-1.479, 10.459, -1.353], [-2.791, 10.009, -1.499], [-3.662, 10.824, -2.449], [-0.832, 11.167, 0.929], [-5.263, -3.506, -0.782], [-4.306, -2.499, -1.874], [-3.489, -3.408, -0.622], [-5.446, -1.109, -0.189], [-4.654, -1.984, 1.115], [-2.663, -1.008, -0.792], [-3.677, 0.321, -0.225], [-3.186, -0.569, 2.167], [-1.911, 0.277, 1.290], [-0.888, -1.830, 0.637], [-2.208, -2.754, 1.350], [-1.550, -1.939, 3.623], [-0.255, -2.798, 2.819], [0.482, -0.388, 2.009], [-0.450, 0.149, 3.418], [0.930, -1.626, 4.742], [1.898, -1.750, 3.298], [2.474, 0.027, 5.319], [1.490, 1.041, 4.291], [4.236, 0.067, 3.801], [3.136, -0.163, 2.425], [2.474, 2.269, 2.698], [4.072, 1.944, 2.041], [4.683, 2.115, 4.716], [3.292, 3.215, 4.630], [5.590, 3.426, 2.686], [5.720, 4.134, 4.285], [3.199, 4.985, 3.290], [4.263, 5.119, 1.912], [5.421, 6.890, 2.777], [5.391, 6.250, 4.407], [2.705, 6.960, 3.984], [3.894, 7.835, 4.918], [4.548, 8.921, 2.618], [2.917, 8.434, 2.138], [3.792, 10.320, 4.323], [2.193, 9.562, 4.387], [2.437, 11.920, 3.271], [3.192, 11.064, 1.951], [1.225, 9.805, 1.432], [0.458, 10.167, 2.963], [0.462, 12.510, 3.447], [0.566, 13.772, 2.249], [-2.018, 12.273, 2.662], [-0.837, 14.391, 4.503], [-1.246, 12.739, 4.952], [-2.534, 13.914, 4.544], [1.448, 13.232, 0.297], [2.112, 11.613, 0.151], [-1.502, 12.667, -1.844], [-2.604, 12.064, -0.129], [-0.955, 13.280, -0.006], [-2.720, 8.995, -1.911], [-3.280, 9.916, -0.519], [-4.602, 10.287, -2.604], [-3.161, 10.982, -3.401], [-3.922, 11.791, -2.022], [5.296, 2.244, -0.978], [6.102, 2.469, -2.089], [6.407, 1.429, -2.952], [5.913, 0.155, -2.704], [5.117, -0.074, -1.580], [4.806, 0.974, -0.725], [4.592, -1.433, -1.268], [3.888, -1.631, -0.299], [4.961, -2.547, -2.188], [4.521, -3.833, -1.897], [4.831, -4.879, -2.750], [5.582, -4.644, -3.897], [6.029, -3.366, -4.187], [5.726, -2.314, -3.332], [6.233, -0.947, -3.655], [6.886, -0.746, -4.656], [5.053, 3.059, -0.309], [6.489, 3.460, -2.283], [7.026, 1.596, -3.822], [4.183, 0.782, 0.138], [3.934, -4.004, -1.005], [4.486, -5.879, -2.524], [5.818, -5.462, -4.565], [6.615, -3.172, -5.074], [-1.204, -10.587, -5.920], [-2.380, -10.516, -5.182], [-2.614, -9.434, -4.355], [-1.670, -8.425, -4.240], [-0.483, -8.499, -4.972], [-0.259, -9.578, -5.819], [0.560, -7.442, -4.846], [1.590, -7.497, -5.486], [0.301, -6.319, -3.899], [1.274, -5.343, -3.729], [1.055, -4.292, -2.857], [-0.142, -4.202, -2.153], [-1.116, -5.172, -2.318], [-0.898, -6.235, -3.186], [-1.949, -7.280, -3.328], [-2.995, -7.211, -2.714], [-1.022, -11.432, -6.571], [-3.119, -11.303, -5.246], [-3.531, -9.367, -3.793], [0.661, -9.621, -6.385], [2.201, -5.418, -4.282], [1.820, -3.537, -2.725], [-0.311, -3.376, -1.474], [-2.050, -5.116, -1.778], [-5.989, -9.028, 0.726], [-5.124, -8.897, -0.355], [-4.904, -9.973, -1.196], [-5.539, -11.186, -0.963], [-6.392, -11.321, 0.136], [-6.619, -10.236, 0.973], [-7.055, -12.620, 0.439], [-7.802, -12.741, 1.386], [-6.763, -13.776, -0.459], [-7.330, -15.012, -0.172], [-7.082, -16.094, -0.998], [-6.272, -15.947, -2.119], [-5.703, -14.719, -2.408], [-5.940, -13.631, -1.577], [-5.299, -12.323, -1.896], [-4.605, -12.194, -2.884], [-6.167, -8.185, 1.381], [-4.622, -7.958, -0.547], [-4.234, -9.880, -2.035], [-7.288, -10.351, 1.814], [-7.961, -15.112, 0.700], [-7.521, -17.056, -0.771], [-6.084, -16.793, -2.766], [-5.069, -14.592, -3.275]],
  "total_charge": -1,
  "largest_force_ev_per_a": 0.8,
  "e_tot_ev": -170628.880,
  "orbital_gap_ev": 4.14,
  "homo_energy_ev": -4.491,
  "e_above_lowest_kcal_mol": 0.0
}

***

Entry 2:
{
  "formula": "C69H86CsN5O3P3SbSi",
  "method": "ωB97M-V with the def2-TZVPD basis set",
  "elements": ["Cs", "C", "C", "C", "P", "C", "C", "C", "C", "C", "C", "C", "C", "C", "Si", "C", "C", "C", "C", "C", "C", "P", "C", "C", "C", "C", "C", "C", "C", "C", "C", "C", "C", "C", "P", "C", "C", "C", "C", "C", "C", "H", "H", "H", "H", "H", "H", "H", "H", "H", "H", "H", "H", "H", "H", "H", "H", "H", "H", "H", "H", "H", "H", "H", "H", "H", "H", "H", "H", "H", "H", "H", "H", "H", "H", "H", "H", "H", "H", "H", "H", "H", "H", "H", "H", "H", "H", "H", "H", "H", "H", "H", "H", "H", "H", "C", "O", "C", "C", "C", "C", "C", "C", "C", "N", "C", "C", "N", "C", "C", "C", "C", "N", "C", "C", "N", "C", "C", "C", "C", "H", "H", "H", "H", "H", "H", "H", "H", "H", "H", "H", "H", "H", "H", "C", "C", "C", "C", "C", "C", "H", "H", "H", "H", "H", "O", "C", "C", "C", "C", "O", "N", "H", "H", "H", "H", "C", "Sb", "C", "C", "H", "H", "H", "H", "H", "H", "H", "H", "H"],
  "xyz": [[0.915, 1.304, -1.036], [-1.619, 5.563, -1.739], [-2.299, 4.219, -1.451], [-3.186, 4.341, -0.219], [-3.292, 3.775, -2.967], [-2.265, 2.470, -3.801], [-0.939, 3.076, -4.266], [-3.040, 1.940, -5.008], [-4.835, 2.827, -2.496], [-5.955, 3.560, -2.941], [-7.252, 3.066, -2.892], [-7.443, 1.769, -2.445], [-6.348, 1.033, -2.008], [-5.031, 1.526, -1.956], [-3.653, 0.400, -1.062], [-4.332, -1.385, -1.557], [-5.501, -1.896, -0.966], [-6.030, -3.140, -1.279], [-5.371, -3.953, -2.187], [-4.203, -3.499, -2.783], [-3.674, -2.231, -2.505], [-2.180, -1.606, -3.403], [-2.862, -1.390, -5.144], [-3.914, -2.347, -5.706], [-1.685, -1.253, -6.112], [-0.975, -3.049, -3.537], [-0.403, -3.266, -2.125], [-1.317, -4.411, -4.149], [-4.321, 0.489, 0.781], [-5.242, 1.495, 1.145], [-5.496, 1.853, 2.462], [-4.845, 1.197, 3.495], [-3.988, 0.149, 3.187], [-3.729, -0.232, 1.867], [-2.651, -1.680, 1.494], [-3.705, -3.124, 2.073], [-4.447, -3.048, 3.408], [-2.888, -4.414, 1.948], [-1.221, -1.672, 2.717], [-1.352, -2.059, 4.191], [-0.519, -0.323, 2.572], [-0.989, 5.844, -0.891], [-2.377, 6.339, -1.889], [-0.991, 5.527, -2.636], [-1.526, 3.475, -1.264], [-4.092, 4.921, -0.445], [-2.642, 4.849, 0.586], [-3.485, 3.362, 0.141], [-2.078, 1.655, -3.093], [-1.124, 3.877, -4.992], [-0.325, 2.305, -4.746], [-0.354, 3.489, -3.440], [-3.316, 2.767, -5.675], [-3.960, 1.433, -4.704], [-2.418, 1.240, -5.578], [-5.790, 4.549, -3.352], [-8.088, 3.674, -3.223], [-8.435, 1.329, -2.424], [-6.540, 0.023, -1.678], [-6.001, -1.304, -0.203], [-6.947, -3.479, -0.806], [-5.769, -4.931, -2.439], [-3.720, -4.140, -3.508], [-3.340, -0.416, -5.062], [-3.499, -3.342, -5.896], [-4.278, -1.955, -6.665], [-4.772, -2.456, -5.043], [-1.257, -2.235, -6.343], [-0.882, -0.641, -5.695], [-2.007, -0.801, -7.057], [-0.192, -2.598, -4.156], [-1.172, -3.677, -1.466], [-0.064, -2.326, -1.679], [0.443, -3.966, -2.148], [-1.944, -5.003, -3.479], [-0.385, -4.974, -4.302], [-1.812, -4.328, -5.119], [-5.768, 2.026, 0.358], [-6.188, 2.661, 2.681], [-5.011, 1.484, 4.528], [-3.513, -0.380, 4.003], [-4.463, -3.161, 1.299], [-3.769, -3.040, 4.266], [-5.100, -3.927, 3.509], [-5.073, -2.158, 3.458], [-2.118, -4.485, 2.725], [-2.392, -4.462, 0.974], [-3.537, -5.291, 2.038], [-0.563, -2.415, 2.253], [-1.990, -1.372, 4.750], [-0.356, -2.022, 4.652], [-1.735, -3.072, 4.324], [-1.114, 0.489, 2.995], [-0.358, -0.105, 1.515], [0.457, -0.339, 3.074], [10.564, -7.054, 6.640], [9.989, -5.850, 7.112], [9.097, -5.247, 6.298], [8.613, -4.015, 6.723], [7.707, -3.323, 5.950], [7.256, -3.835, 4.730], [7.738, -5.071, 4.331], [8.653, -5.781, 5.102], [6.306, -3.056, 3.929], [5.747, -1.935, 4.306], [4.950, -1.543, 3.259], [5.033, -2.444, 2.229], [5.901, -3.408, 2.675], [4.327, -2.301, 0.997], [4.406, -3.195, -0.081], [3.690, -2.945, -1.221], [2.895, -1.794, -1.264], [2.802, -0.949, -0.259], [3.500, -1.170, 0.866], [3.385, -0.198, 1.958], [2.574, 0.859, 1.781], [2.454, 1.734, 2.759], [3.134, 1.628, 3.982], [3.972, 0.562, 4.175], [4.111, -0.382, 3.150], [11.299, -7.355, 7.381], [11.064, -6.912, 5.678], [9.819, -7.848, 6.537], [8.967, -3.621, 7.667], [7.330, -2.358, 6.266], [7.401, -5.513, 3.399], [9.002, -6.744, 4.753], [6.216, -4.204, 2.150], [5.038, -4.075, -0.008], [3.729, -3.606, -2.078], [2.320, -1.560, -2.159], [1.783, 2.574, 2.580], [2.992, 2.382, 4.745], [4.528, 0.422, 5.095], [-1.706, 5.527, 3.361], [-0.970, 6.479, 2.658], [-0.040, 6.069, 1.698], [0.195, 4.718, 1.379], [-0.581, 3.801, 2.105], [-1.509, 4.180, 3.080], [-2.421, 5.832, 4.119], [-1.126, 7.539, 2.859], [0.525, 6.850, 1.175], [-0.486, 2.730, 1.899], [-2.088, 3.426, 3.610], [2.312, -1.177, -4.779], [2.535, -0.003, -4.496], [3.681, 0.802, -5.137], [3.616, 2.147, -4.418], [2.436, 1.971, -3.456], [2.075, 2.841, -2.661], [1.870, 0.753, -3.576], [3.514, 0.861, -6.212], [4.618, 0.267, -4.975], [3.419, 2.996, -5.074], [4.507, 2.379, -3.830], [2.622, 5.854, -1.049], [2.611, 4.068, 0.153], [3.384, 5.082, 1.915], [4.747, 3.650, -0.422], [3.462, 6.484, -0.746], [1.684, 6.407, -0.931], [2.735, 5.561, -2.097], [4.057, 5.886, 1.596], [3.955, 4.374, 2.532], [2.572, 5.504, 2.513], [5.379, 4.550, -0.398], [4.774, 3.221, -1.433], [5.158, 2.911, 0.280]],
  "total_charge": -2,
  "largest_force_ev_per_a": 3.1,
  "e_tot_ev": -129372.760,
  "orbital_gap_ev": 3.71,
  "homo_energy_ev": -1.174,
  "e_above_lowest_kcal_mol": 28.6
}

***

Entry 3:
{
  "formula": "C6AgF18N3O12S6",
  "method": "ωB97M-V with the def2-TZVPD basis set",
  "elements": ["Ag", "C", "F", "F", "F", "S", "O", "O", "N", "S", "O", "O", "C", "F", "F", "F", "C", "F", "F", "F", "S", "O", "O", "N", "S", "O", "O", "C", "F", "F", "F", "C", "F", "F", "F", "S", "O", "O", "N", "S", "O", "O", "C", "F", "F", "F"],
  "xyz": [[-17.806, 0.307, -2.161], [-19.558, 2.966, 0.303], [-19.614, 3.688, 1.340], [-20.739, 2.636, -0.085], [-19.022, 3.700, -0.668], [-18.523, 1.466, 0.674], [-18.675, 1.248, 2.064], [-18.962, 0.396, -0.192], [-17.058, 1.774, 0.197], [-16.094, 2.603, 1.131], [-16.798, 3.693, 1.746], [-15.135, 1.784, 1.862], [-15.121, 3.236, -0.302], [-14.116, 3.981, 0.267], [-14.577, 2.266, -0.964], [-15.849, 3.935, -1.162], [-19.350, -3.694, -2.484], [-20.049, -2.708, -1.916], [-19.945, -4.918, -2.260], [-19.340, -3.482, -3.731], [-17.658, -3.658, -1.739], [-17.335, -2.265, -1.913], [-17.699, -4.148, -0.454], [-16.863, -4.673, -2.609], [-16.143, -4.567, -3.977], [-17.027, -4.478, -5.124], [-14.868, -3.927, -3.907], [-15.814, -6.494, -3.870], [-16.807, -7.227, -4.160], [-14.836, -6.618, -4.807], [-15.320, -6.797, -2.720], [-20.148, 1.705, -4.703], [-20.410, 1.514, -3.425], [-21.155, 1.525, -5.520], [-19.763, 2.940, -4.787], [-18.878, 0.561, -5.402], [-19.335, -0.793, -5.251], [-18.791, 1.154, -6.701], [-17.614, 0.905, -4.482], [-16.191, 1.352, -4.947], [-16.109, 1.643, -6.346], [-15.697, 2.319, -4.005], [-15.406, -0.305, -4.895], [-15.399, -0.718, -3.609], [-16.119, -1.203, -5.536], [-14.201, -0.311, -5.510]],
  "total_charge": -2,
  "largest_force_ev_per_a": 5.8,
  "e_tot_ev": -153187.667,
  "orbital_gap_ev": 9.74,
  "homo_energy_ev": -5.250,
  "e_above_lowest_kcal_mol": 22.5
}